Record 1
{"formula": "C34H86O18S14Tl", "method": "the ωB97M-V functional and the def2-TZVPD basis", "elements": ["Tl", "C", "C", "C", "O", "C", "C", "C", "O", "O", "O", "H", "H", "C", "S", "O", "C", "H", "H", "H", "H", "H", "H", "C", "S", "O", "C", "H", "H", "H", "H", "H", "H", "C", "S", "O", "C", "H", "H", "H", "H", "H", "H", "C", "S", "O", "C", "H", "H", "H", "H", "H", "H", "C", "S", "O", "C", "H", "H", "H", "H", "H", "H", "C", "S", "O", "C", "H", "H", "H", "H", "H", "H", "C", "S", "O", "C", "H", "H", "H", "H", "H", "H", "C", "S", "O", "C", "H", "H", "H", "H", "H", "H", "C", "S", "O", "C", "H", "H", "H", "H", "H", "H", "C", "S", "O", "C", "H", "H", "H", "H", "H", "H", "C", "S", "O", "C", "H", "H", "H", "H", "H", "H", "C", "S", "O", "C", "H", "H", "H", "H", "H", "H", "C", "S", "O", "C", "H", "H", "H", "H", "H", "H", "C", "S", "O", "C", "H", "H", "H", "H", "H", "H"], "positions_angstrom": [[10.484, -3.893, -16.421], [9.258, -1.634, -20.743], [9.503, -2.054, -19.403], [8.708, -1.408, -18.285], [9.041, -1.556, -17.138], [7.591, -0.560, -18.666], [7.299, -0.198, -20.043], [8.226, -0.705, -21.117], [8.092, -0.361, -22.268], [6.302, 0.429, -20.261], [10.247, -2.962, -19.074], [9.894, -2.051, -21.515], [6.959, -0.183, -17.864], [8.273, 2.134, -15.509], [7.115, 3.478, -15.388], [5.806, 2.865, -15.093], [7.691, 4.179, -13.848], [8.191, 1.403, -14.698], [9.315, 2.453, -15.573], [8.027, 1.594, -16.426], [7.718, 3.432, -13.059], [7.024, 5.011, -13.631], [8.687, 4.603, -14.001], [13.593, -0.848, -14.086], [12.178, -0.081, -14.873], [11.324, -1.238, -15.275], [11.428, 0.525, -13.353], [14.280, -0.064, -13.754], [14.117, -1.412, -14.856], [13.292, -1.480, -13.256], [11.340, -0.328, -12.683], [10.468, 0.959, -13.620], [12.064, 1.274, -12.879], [8.491, 4.762, -25.754], [7.700, 3.139, -25.640], [7.646, 2.623, -27.012], [9.045, 2.282, -24.785], [9.547, 4.618, -25.982], [8.385, 5.330, -24.832], [8.020, 5.239, -26.610], [10.017, 2.776, -24.825], [9.186, 1.361, -25.364], [8.771, 1.959, -23.780], [11.664, 0.644, -18.575], [10.221, 1.696, -18.470], [10.673, 2.956, -17.853], [10.071, 2.117, -20.207], [11.373, -0.170, -19.252], [11.937, 0.212, -17.614], [12.491, 1.170, -19.057], [11.035, 2.414, -20.615], [9.369, 2.942, -20.297], [9.706, 1.267, -20.789], [13.582, -2.991, -19.904], [13.926, -2.215, -18.321], [12.798, -2.573, -17.418], [15.259, -3.313, -17.850], [12.658, -2.543, -20.263], [13.414, -4.047, -19.680], [14.403, -2.889, -20.608], [15.686, -2.967, -16.910], [16.051, -3.350, -18.596], [14.799, -4.288, -17.682], [8.394, -2.152, -25.065], [9.670, -2.755, -26.197], [9.586, -1.914, -27.408], [11.042, -2.005, -25.315], [8.616, -2.539, -24.068], [7.408, -2.491, -25.370], [8.468, -1.065, -25.048], [11.946, -2.368, -25.801], [11.085, -2.243, -24.253], [10.981, -0.930, -25.499], [5.217, -0.105, -23.616], [3.618, 0.051, -24.406], [3.820, 0.871, -25.615], [3.512, -1.653, -24.922], [5.468, 0.848, -23.159], [6.015, -0.330, -24.326], [5.140, -0.901, -22.873], [2.607, -1.814, -25.505], [3.366, -2.241, -24.008], [4.384, -1.990, -25.477], [3.852, 3.924, -17.673], [3.220, 2.382, -17.011], [2.045, 2.017, -17.845], [4.599, 1.397, -17.609], [4.459, 4.413, -16.913], [3.076, 4.605, -18.012], [4.435, 3.696, -18.570], [5.539, 1.920, -17.440], [4.475, 1.262, -18.687], [4.650, 0.400, -17.166], [6.711, 3.460, -21.596], [4.954, 3.809, -21.723], [4.798, 5.225, -21.311], [4.845, 3.808, -23.500], [7.318, 4.195, -22.132], [6.994, 2.468, -21.956], [6.939, 3.540, -20.531], [3.846, 4.151, -23.772], [4.815, 2.792, -23.897], [5.639, 4.409, -23.924], [0.877, -2.014, -19.467], [2.342, -1.568, -18.539], [2.904, -2.835, -18.006], [3.324, -1.094, -19.984], [0.644, -1.259, -20.218], [0.063, -2.077, -18.747], [1.003, -2.984, -19.949], [2.837, -0.228, -20.433], [3.245, -1.912, -20.705], [4.347, -0.939, -19.666], [9.715, -5.615, -23.794], [11.494, -5.896, -23.755], [12.089, -4.867, -24.642], [11.754, -5.306, -22.082], [9.509, -4.568, -23.577], [9.273, -6.251, -23.028], [9.357, -5.869, -24.788], [11.210, -5.952, -21.391], [11.506, -4.253, -21.937], [12.826, -5.389, -21.897], [12.009, -0.213, -22.485], [12.790, 1.429, -22.501], [13.795, 1.338, -21.407], [13.682, 1.213, -24.038], [12.671, -0.930, -22.960], [11.009, -0.164, -22.924], [11.888, -0.418, -21.421], [12.967, 1.100, -24.858], [14.249, 0.284, -23.977], [14.328, 2.067, -24.215], [8.097, -6.971, -18.887], [7.147, -5.478, -18.687], [7.950, -4.577, -17.811], [7.386, -4.849, -20.351], [7.676, -7.588, -19.681], [8.060, -7.534, -17.957], [9.133, -6.699, -19.099], [8.471, -4.773, -20.484], [6.983, -3.841, -20.384], [6.974, -5.541, -21.080], [5.757, -2.952, -16.170], [6.702, -3.129, -14.663], [8.041, -3.661, -15.054], [6.960, -1.391, -14.357], [4.867, -2.344, -16.022], [5.554, -3.948, -16.555], [6.381, -2.471, -16.933], [7.506, -1.330, -13.414], [6.004, -0.881, -14.246], [7.599, -0.965, -15.130]], "de_lowest_ev": 0.000, "lumo_energy_ev": -7.701, "total_charge": 1, "gap_ev": 2.48}

---

Record 2
{"formula": "CH3N4Si", "method": "the ωB97M-V functional and the def2-TZVPD basis", "elements": ["C", "N", "N", "N", "N", "Si", "H", "H", "H"], "positions_angstrom": [[0.129, -1.320, -0.080], [1.536, 0.886, -0.073], [0.398, 1.108, -0.081], [0.958, -2.120, 0.056], [2.689, 0.853, -0.106], [-1.063, 0.074, 0.020], [-2.355, -0.642, 0.357], [-1.212, 0.303, -1.422], [-1.081, 0.857, 1.329]], "de_lowest_ev": 1.549, "lumo_energy_ev": 4.197, "total_charge": -1, "gap_ev": 8.57}

---

Record 3
{"formula": "C8H23BBrCl4FMgN2NaO10P2V", "method": "the ωB97M-V functional and the def2-TZVPD basis", "elements": ["C", "C", "B", "O", "P", "P", "N", "O", "O", "H", "H", "H", "H", "H", "H", "H", "H", "H", "H", "O", "Cl", "O", "O", "O", "Mg", "C", "C", "C", "C", "N", "H", "H", "H", "H", "H", "H", "H", "Br", "O", "V", "O", "Cl", "Na", "O", "H", "H", "Cl", "C", "C", "Cl", "H", "H", "H", "H", "F"], "positions_angstrom": [[1.525, 0.560, 1.918], [2.731, 1.348, 1.407], [3.989, 0.447, 1.085], [3.913, -0.902, 0.924], [5.707, 1.293, 0.856], [5.662, 3.420, 1.270], [6.962, 4.021, 0.692], [4.418, 4.148, 0.559], [5.605, 3.780, 2.853], [1.263, -0.300, 1.307], [0.670, 1.288, 1.822], [1.602, 0.271, 2.978], [3.007, 2.077, 2.171], [2.425, 1.814, 0.469], [4.789, -1.281, 0.800], [6.531, 0.749, 1.867], [7.481, 4.457, 1.447], [3.758, 3.534, 0.203], [5.108, 3.123, 3.355], [0.327, -3.580, 0.408], [-0.416, -2.808, 1.344], [-0.381, -1.390, 0.918], [0.176, -2.885, 2.659], [-1.781, -3.240, 1.393], [-0.699, 1.075, 2.684], [-4.155, -5.778, -1.179], [-4.725, -4.379, -1.388], [-4.238, -3.711, -2.678], [-2.801, -3.457, -2.657], [-1.666, -3.263, -2.680], [-3.070, -5.754, -1.069], [-4.569, -6.227, -0.276], [-4.402, -6.429, -2.022], [-4.472, -3.759, -0.524], [-5.815, -4.443, -1.427], [-4.769, -2.734, -2.814], [-4.500, -4.349, -3.580], [-5.639, -3.097, -4.605], [3.314, 1.333, -1.545], [3.515, 0.070, -2.728], [3.762, -1.107, -3.850], [1.044, 0.678, -1.614], [-3.292, -3.507, -5.290], [-8.542, -2.663, -4.962], [-9.189, -3.021, -4.346], [-8.614, -1.710, -4.853], [-0.107, 3.853, 0.495], [-0.381, 5.493, 1.168], [-0.084, 5.588, 2.647], [-1.254, 4.671, 3.608], [-1.411, 5.766, 0.953], [0.274, 6.167, 0.619], [-0.147, 6.627, 2.967], [0.907, 5.213, 2.887], [0.653, 2.911, 3.357]], "lumo_energy_ev": -4.168, "gap_ev": 2.92}

---

Record 4
{"formula": "C8H46N2O14", "method": "the ωB97M-V functional and the def2-TZVPD basis", "elements": ["C", "C", "C", "O", "C", "N", "H", "H", "H", "H", "H", "H", "H", "H", "H", "H", "H", "C", "C", "C", "O", "C", "N", "H", "H", "H", "H", "H", "H", "H", "H", "H", "H", "H", "O", "H", "H", "O", "H", "H", "O", "H", "H", "O", "H", "H", "O", "H", "H", "O", "H", "H", "O", "H", "H", "O", "H", "H", "O", "H", "H", "O", "H", "H", "O", "H", "H", "O", "H", "H"], "positions_angstrom": [[5.679, 2.744, -3.122], [5.106, 1.360, -2.679], [3.582, 1.310, -2.861], [2.900, 2.213, -1.941], [2.012, 3.074, -2.474], [5.691, 0.236, -3.437], [6.736, 2.555, -3.310], [5.604, 3.424, -2.273], [5.287, 3.005, -4.105], [5.199, 1.195, -1.606], [3.187, 0.294, -2.876], [3.470, 1.605, -3.904], [1.287, 2.758, -3.223], [2.508, 3.924, -2.943], [1.463, 3.512, -1.640], [6.689, 0.391, -3.441], [5.724, -0.509, -2.755], [-1.224, -0.517, 1.986], [-2.099, 0.050, 0.860], [-1.444, 0.598, -0.446], [-0.937, -0.474, -1.282], [-0.086, -0.074, -2.279], [-3.042, -0.962, 0.543], [-0.533, -1.310, 1.700], [-1.884, -0.864, 2.780], [-0.542, 0.263, 2.324], [-2.684, 0.792, 1.404], [-0.688, 1.348, -0.212], [-2.143, 1.123, -1.097], [-0.674, 0.620, -2.880], [0.308, -0.880, -2.897], [0.781, 0.396, -1.814], [-2.435, -1.656, 0.132], [-3.711, -0.639, -0.142], [2.813, -1.282, -0.167], [2.263, -0.526, 0.044], [2.329, -2.033, 0.178], [-4.618, -0.865, 3.017], [-4.359, -1.207, 2.162], [-4.838, 0.052, 2.852], [1.700, -2.993, -2.781], [2.342, -2.296, -2.920], [1.695, -3.129, -1.834], [-3.397, -0.275, 5.596], [-3.865, -0.558, 4.810], [-2.573, -0.761, 5.573], [2.003, 1.948, 0.705], [1.398, 2.686, 0.627], [2.532, 1.986, -0.091], [-1.558, -2.461, 5.547], [-1.129, -2.425, 6.402], [-0.877, -2.204, 4.925], [-4.446, 2.572, -0.258], [-5.267, 2.474, -0.740], [-4.506, 3.438, 0.146], [0.892, -1.413, 4.246], [0.638, -0.975, 5.058], [1.339, -0.736, 3.738], [-6.591, -1.214, -1.107], [-7.202, -1.937, -1.250], [-5.787, -1.636, -0.804], [-2.610, -4.034, 1.269], [-2.806, -3.100, 1.198], [-3.404, -4.420, 1.638], [-3.345, -2.101, -2.246], [-3.019, -1.520, -2.934], [-2.557, -2.487, -1.864], [2.257, 0.696, 3.234], [2.320, 1.066, 2.353], [3.143, 0.766, 3.588]], "de_lowest_ev": 0.452, "lumo_energy_ev": 0.109, "gap_ev": 9.95}